Model A:
Entry from OMol25: 15 unconnected molecules or ions with the total composition C5H41NO14 (the ωB97M-V functional and the def2-TZVPD basis).

Computed properties:
HOMO-LUMO gap: 10.07 eV

```
! wB97M-V def2-TZVPD RIJCOSX def2/J DEFGRID3
* xyz 0 1
O 0.1284 0.9584 -3.6049
O 2.4650 -1.3558 -2.4224
O 1.5080 -0.5707 0.0012
O 1.8571 -4.1422 -2.2602
O -1.9088 -2.5866 -2.0070
O 1.3211 3.5372 1.7446
O -0.3805 3.3274 -1.8875
O -0.9306 -0.2862 -1.2843
O 3.0818 1.1819 -3.0867
O 1.8412 2.1438 -0.9150
O 2.1286 -2.2964 2.0406
O -0.5567 -3.4168 0.7659
O -1.8411 2.6095 0.3270
O 4.9673 2.0153 -0.8211
N 0.7662 0.0534 3.1913
C -3.5234 0.2337 1.9538
C -2.7524 -0.9696 2.6351
C -4.3630 -0.1005 0.7492
C -0.5151 0.3973 2.5725
C -1.2807 -0.9317 2.2330
H -3.7743 -0.4735 -0.0831
H -1.2224 1.0246 3.1036
H 5.0545 1.1221 -1.1496
H -0.3394 0.3634 -2.9945
H -2.1999 3.4934 0.4210
H 1.7859 -1.5767 2.6173
H -0.8678 -1.2318 -1.1066
H -2.0461 -2.5484 -2.9614
H 1.4636 0.7877 3.0759
H 1.9627 4.2610 1.7196
H 0.2996 2.6399 -2.1023
H 1.5275 -1.2093 -2.6128
H 1.1221 3.5541 0.7910
H 1.5841 -0.6325 0.9882
H -4.1943 0.7018 2.7118
H -3.3426 -1.8584 2.3701
H -0.1303 4.1965 -2.2042
H 2.1597 1.8157 -1.7796
H -1.7370 0.0768 -0.9057
H 2.2890 -3.3710 -2.6551
H 1.7891 1.3684 -0.3381
H 0.7292 -0.1407 4.1827
H -0.3241 -3.3714 1.6995
H 2.4647 -1.2414 -1.4353
H 2.2239 1.3185 -3.5234
H 0.2534 -3.2687 0.2673
H -1.2843 -3.3045 -1.8280
H 3.0854 -2.3217 2.1485
H -2.8563 1.0827 1.7470
H -4.8820 0.8487 0.4696
H 4.0741 2.3568 -0.9497
H 3.0206 0.2160 -2.9087
H 0.5697 -0.3389 -0.0980
H -0.3708 1.7763 -3.6785
H -1.0931 -1.3992 1.2864
H -0.3011 0.9932 1.6804
H -0.7712 -1.6659 2.9812
H -1.2902 2.5880 -0.4730
H 1.5884 -4.7443 -2.9590
H -2.8871 -0.8525 3.7175
H -5.1450 -0.8362 0.8431
*
```

Atomic partial charges in e from the natural (NBO) method, atoms 1 to 6: -0.999, -0.974, -1.013, -0.972, -0.957, -0.947

Model B:
Entry from OMol25: 15 unconnected molecules or ions with the total composition C5H41NO14 (the ωB97M-V functional and the def2-TZVPD basis).

Computed properties:
HOMO-LUMO gap: 9.54 eV

```
! wB97M-V def2-TZVPD RIJCOSX def2/J DEFGRID3
* xyz 0 1
O -3.1129 2.8061 0.1648
O 1.2996 -3.1887 -1.7049
O 2.9512 -3.2276 0.2739
O -1.2617 -2.8237 -0.4298
O 1.3005 -0.3173 4.4117
O 0.0702 1.9007 0.7985
O -4.1348 -0.9018 2.3281
O -0.9589 -3.9833 -3.0574
O -0.0406 -1.0105 1.1951
O -3.1161 -3.1998 1.4420
O 2.5902 4.8814 0.6781
O 2.4350 -1.3410 2.1786
O -1.0258 0.8702 2.8555
O 2.7662 1.3006 1.7962
N -0.0813 2.1451 -2.3518
C -0.2761 3.4645 -3.0348
C -1.7046 0.4831 -3.1052
C 1.8173 0.8153 -1.3115
C 1.3473 2.1213 -1.9004
C -0.2982 1.0668 -3.3400
H 2.1028 -0.1119 4.9100
H 1.7203 4.5688 0.9870
H 2.7506 0.9101 -0.7424
H 0.9112 -1.2065 1.3649
H 1.8822 0.0132 -2.0470
H 2.9813 -1.9307 1.6240
H -1.6203 -0.0612 -2.1825
H 1.5227 2.9692 -1.2115
H -0.2021 4.2589 -2.2898
H -4.0348 2.9443 -0.1145
H 2.2459 -3.1382 -0.3935
H 1.0936 0.4194 -0.5983
H -2.4206 1.3050 -3.1525
H 1.4262 -1.0573 3.8012
H -3.0736 -3.8790 2.1140
H -0.5571 2.2051 0.1190
H -3.4171 -2.3501 1.8211
H -1.3230 -3.1990 -2.6257
H 1.3797 -3.9776 -2.2556
H 0.4355 0.2715 -3.3289
H -0.5606 0.0935 2.4504
H 2.8241 3.9554 0.4775
H 2.7481 -0.4108 2.0888
H -2.0578 -0.0740 -3.9964
H 3.4513 -4.0118 0.0076
H -0.0566 -0.1162 0.8198
H 0.4810 3.6213 -3.8166
H -0.5422 1.5906 1.5661
H -4.5729 -0.8531 1.4710
H -0.6644 -2.2900 0.1292
H -2.5307 2.8001 -0.5972
H 2.0119 1.3452 1.1717
H -0.5019 0.8906 3.6765
H -1.9383 -3.1810 0.1955
H -1.5627 -4.6798 -2.7504
H 2.1097 2.4607 -2.6019
H 0.3253 -3.1070 -1.6467
H -3.7557 -0.0418 2.5500
H -0.1898 1.4933 -4.3367
H 2.3967 2.0178 2.3417
H -1.2714 3.3461 -3.4577
*
```

Atomic partial charges in e from the natural (NBO) method, atoms 1 to 6: -0.956, -0.975, -1.008, -1.055, -0.999, -1.040

Least stable: model B